Below is an isolated molecule of C7H10, with properties calculated with the ωB97M-V functional and the def2-TZVPD basis.

As for the HOMO-LUMO gap: 8.78 eV. Its multiplicity is 1. The calculation puts the calculated total energy at -7417.18374 eV. Its highest occupied orbital energy is -0.3100 Ha. The value obtained for the energy above the lowest of the compared OMol25 structures with the same formula, charge and spin is 88.81 kcal per mole. The strongest force on any atom comes out at 0.41 eV/A.

XYZ file:
```
17
Properties=species:S:1:pos:R:3:forces:R:3:mulliken_charge:R:1
C -2.2324 0.0966 0.3463 0.0 0.0 0.0 -1.23
C -1.1406 -0.6055 -0.4595 -0.1 0.0 -0.1 -0.58
C 1.1356 -1.1064 -0.7806 0.1 0.3 0.3 -0.83
C 2.0131 0.1114 -0.8639 -0.1 -0.1 0.0 -0.40
C 1.6802 1.0188 0.3012 -0.1 -0.1 0.1 -0.43
C 0.6740 0.4960 0.9986 0.1 0.1 -0.1 -0.69
C 0.1924 -0.7817 0.3386 0.1 -0.1 0.0 0.43
H -3.1525 0.1576 -0.2470 0.2 0.0 0.1 0.38
H -2.4566 -0.4476 1.2720 0.0 0.1 -0.1 0.31
H -1.9297 1.1161 0.6115 -0.1 -0.2 0.0 0.34
H -1.4697 -1.5976 -0.7835 0.1 0.2 0.0 0.36
H -0.9440 -0.0239 -1.3715 0.0 -0.1 0.1 0.29
H 1.8712 0.5725 -1.8554 0.1 -0.1 0.1 0.29
H 3.0594 -0.2319 -0.8804 -0.1 0.0 0.0 0.37
H 2.1971 1.9497 0.5221 -0.1 -0.2 0.0 0.41
H 0.2378 0.9194 1.9000 0.1 0.0 -0.2 0.49
H 0.0481 -1.6201 1.0339 0.0 0.1 -0.1 0.50
```
Positions in Å, forces in eV/Å.